Entry 1:
DFT (ωB97M-V/def2-TZVPD) results for a molecular structure, C3H4BrO6S2 in a non-equilibrium geometry.

Geometry as XYZ:
```
16
Properties=species:S:1:pos:R:3
C -1.690 2.312 0.550
C 1.212 -1.445 -0.664
C -0.105 -1.220 0.119
O -1.177 3.247 -0.014
O 3.853 0.988 0.638
O -2.406 0.991 -1.636
O -2.741 -0.251 0.495
O 2.378 -1.117 0.012
O -0.391 0.158 -0.297
S 2.441 0.581 0.424
S -1.941 0.693 -0.275
Br -1.252 1.850 2.299
H 1.295 -2.484 -0.954
H 1.124 -1.072 -1.761
H -0.778 -1.976 -0.089
H 0.177 -1.257 1.154
```

Summary:
Total charge = -1
2S+1 = 3
<S²> = 2.008
LUMO energy (spin up / spin down) = 3.08 / 1.71 eV
Molecular weight = 280.1 g/mol

=====

Entry 2:
DFT (ωB97M-V/def2-TZVPD) results for a gas-phase ion, C8H14N5 (charge +1) in a non-equilibrium geometry.

Geometry as XYZ:
```
27
Properties=species:S:1:pos:R:3
C 3.076 0.106 -1.606
C 3.048 0.193 -0.226
C 1.902 0.252 -2.326
C 1.855 0.430 0.438
C 0.711 0.493 -1.668
C 0.677 0.592 -0.280
C -1.521 -1.463 0.420
C -0.662 0.889 0.392
N -2.334 -2.384 -0.102
N -0.625 -1.790 1.338
N -1.307 2.083 -0.106
N -0.556 0.869 1.833
N -1.606 -0.202 0.015
H 4.007 -0.075 -2.119
H 3.957 0.078 0.344
H 1.914 0.181 -3.403
H 1.858 0.488 1.515
H -0.199 0.605 -2.241
H -2.285 -3.344 0.197
H -2.976 -2.159 -0.843
H -0.539 -2.731 1.682
H -0.176 -1.010 1.821
H -1.006 2.330 -1.040
H -1.168 2.882 0.498
H 0.107 1.564 2.155
H -1.458 1.079 2.248
H -2.336 0.088 -0.620
```

Summary:
Total charge = +1
2S+1 = 3
<S²> = 2.053
LUMO energy (spin up / spin down) = -2.63 / -5.96 eV
Molecular weight = 180.2 g/mol
ΔE to the lowest compared entry with this formula, charge and spin = 0.000 eV

=====

Entry 3:
DFT (ωB97M-V/def2-TZVPD) results for 2 unconnected molecules or ions with the total composition C15H29N5O3P in a non-equilibrium geometry.

Geometry as XYZ:
```
53
Properties=species:S:1:pos:R:3
C 0.760 -2.801 0.977
C -0.153 -3.778 0.165
C 0.541 -4.621 -0.961
N -1.433 -3.833 0.417
C -2.199 -4.191 -0.729
C -2.937 -5.472 -0.652
N -3.693 -5.913 -1.722
C -3.801 -5.192 -2.892
C -3.117 -3.901 -3.080
C -2.303 -3.361 -1.963
C -1.563 -1.989 -2.007
O -2.091 -1.025 -1.535
O -0.276 -1.886 -2.552
H 0.411 -2.717 2.035
H 1.812 -3.180 0.886
H 0.742 -1.786 0.489
H 0.207 -5.692 -0.935
H 1.656 -4.517 -0.899
H 0.263 -4.241 -1.991
H -2.892 -6.088 0.275
H -4.199 -6.804 -1.660
H -4.438 -5.573 -3.727
H -3.215 -3.347 -4.040
H 0.260 -1.492 -1.832
O 1.341 1.053 0.083
P 0.734 2.405 0.502
N 2.036 3.328 -0.110
C 3.163 3.957 0.544
C 2.129 3.433 -1.560
N 0.693 2.022 2.183
C 1.627 2.463 3.205
C 0.342 0.629 2.457
N -0.114 3.928 0.910
C -1.176 4.242 -0.048
C 0.418 5.156 1.450
H 3.172 5.033 0.317
H 4.114 3.539 0.200
H 3.146 3.868 1.624
H 1.603 4.328 -1.916
H 1.681 2.565 -2.051
H 3.164 3.485 -1.906
H 2.669 2.296 2.912
H 1.485 1.918 4.141
H 1.474 3.506 3.482
H 1.220 -0.027 2.391
H -0.410 0.270 1.750
H -0.098 0.523 3.452
H -0.777 4.734 -0.945
H -1.935 4.891 0.399
H -1.687 3.327 -0.368
H 0.758 5.843 0.666
H 1.247 5.021 2.140
H -0.361 5.662 2.029
```

Summary:
Total charge = +1
2S+1 = 1
LUMO energy = -4.67 eV
Molecular weight = 358.4 g/mol

=====

> The highest molecular weight belongs to which entry?

C15H29N5O3P